No. 1
DFT (ωB97M-V with the def2-TZVPD basis set) results for a cluster of 2 separate species, C28H27N2S2 in total at a distorted geometry.

XYZ file:
```
59
Properties=species:S:1:pos:R:3
N -2.331 -4.593 4.988
C -1.899 -4.232 3.959
C -1.359 -3.769 2.710
C 0.028 -3.586 2.577
C 0.550 -3.059 1.408
C -0.317 -2.654 0.363
C 0.156 -1.846 -0.728
C 1.145 -0.868 -0.619
N 1.608 -0.265 -1.738
C 1.155 -0.708 -3.038
C 1.779 0.250 -4.046
C 2.699 1.191 -3.258
C 2.558 0.842 -1.769
C 1.661 -0.357 0.698
C 0.761 0.185 1.625
C 1.199 0.726 2.837
C 2.559 0.704 3.165
C 3.473 0.130 2.274
C 3.030 -0.358 1.037
C -1.685 -3.031 0.425
C -2.211 -3.528 1.615
H 0.693 -3.823 3.410
H 1.627 -2.908 1.303
H -0.277 -2.044 -1.707
H 1.491 -1.743 -3.243
H 0.051 -0.694 -3.111
H 2.349 -0.324 -4.777
H 0.989 0.802 -4.560
H 3.737 1.031 -3.559
H 2.438 2.240 -3.418
H 2.217 1.706 -1.162
H 3.546 0.550 -1.366
H -0.302 0.223 1.356
H 0.473 1.192 3.512
H 2.896 1.110 4.118
H 4.536 0.096 2.522
H 3.771 -0.742 0.336
H -2.326 -2.859 -0.446
H -3.287 -3.702 1.713
C 0.448 4.481 -0.071
C -0.278 4.097 1.061
C -1.211 3.073 0.995
C -1.423 2.375 -0.210
C -2.243 1.172 -0.246
S -2.573 0.346 -1.717
C -4.236 -0.269 -1.223
C -4.299 -0.498 0.279
S -3.033 0.523 1.139
C -0.752 2.824 -1.371
C 0.193 3.837 -1.284
H 1.193 5.276 -0.010
H -0.115 4.609 2.007
H -1.794 2.791 1.873
H -4.942 0.504 -1.551
H -4.437 -1.184 -1.785
H -5.279 -0.197 0.680
H -4.141 -1.553 0.545
H -0.992 2.365 -2.331
H 0.732 4.144 -2.183
```

Summary:
**HOMO-LUMO gap**: 4.26 eV
**Charge**: +1
**HOMO level**: -9.76 eV
**LUMO**: -5.50 eV

No. 2
DFT (ωB97M-V with the def2-TZVPD basis set) results for a cluster of 2 separate species, C4H13NO in total.

XYZ file:
```
19
Properties=species:S:1:pos:R:3
C 0.240 0.585 -1.693
N 0.382 -0.447 -0.672
C -1.904 -0.700 0.296
C -0.425 -0.379 0.536
C -0.301 0.967 1.237
H -0.469 0.344 -2.493
H 1.211 0.743 -2.167
H -0.040 1.532 -1.236
H 0.426 -1.360 -1.097
H -2.533 -0.403 1.138
H -2.047 -1.756 0.119
H -2.267 -0.179 -0.594
H -0.035 -1.178 1.170
H -0.502 0.847 2.298
H -1.010 1.705 0.882
H 0.705 1.357 1.144
H 3.626 -0.499 0.195
H 2.080 -0.500 0.178
O 2.864 -0.679 0.758
```

Summary:
**HOMO-LUMO gap (alpha / beta)**: 2.81 / 9.26 eV
**Spin multiplicity**: 2
**Charge**: -1
**HOMO level (alpha / beta)**: 1.35 / -5.16 eV
**LUMO (alpha / beta)**: 4.16 / 4.10 eV
**Expectation value of S²**: 0.750

No. 3
DFT (ωB97M-V with the def2-TZVPD basis set) results for a cluster of 2 separate species, C2H6NO3 in total at a distorted geometry.

XYZ file:
```
12
Properties=species:S:1:pos:R:3
C 0.559 -0.666 0.617
N -0.526 0.364 0.661
C -1.708 0.063 1.377
O -2.570 0.894 1.266
O -1.751 -0.951 2.068
H 0.646 -1.076 -0.442
H 0.366 -1.567 1.129
H 1.436 -0.140 0.910
H -0.377 1.097 0.163
H 0.599 0.912 -2.786
H 1.834 0.453 -2.028
O 1.492 0.617 -2.935
```

Summary:
**HOMO-LUMO gap**: 7.30 eV
**Charge**: -1
**HOMO level**: -3.65 eV
**LUMO**: 3.65 eV

No. 4
DFT (ωB97M-V with the def2-TZVPD basis set) results for a cluster of 3 separate species, C34H24ClN2O5P in total at a distorted geometry.

XYZ file:
```
67
Properties=species:S:1:pos:R:3
C 0.400 -3.383 0.656
C -0.608 -2.321 1.112
C -1.419 -1.771 -0.082
C -1.189 -0.345 -0.230
N -1.036 0.796 -0.301
C -2.941 -2.027 -0.028
C -3.482 -1.841 1.291
N -3.816 -2.032 2.390
P -3.537 -3.663 -0.731
O -2.117 -4.272 -1.249
Cl -4.419 -2.958 -2.468
H 1.038 -3.605 1.496
H 0.977 -3.060 -0.194
H -0.139 -4.292 0.453
H -0.030 -1.513 1.523
H -1.230 -2.781 1.861
H -1.021 -2.217 -0.979
H -3.407 -1.269 -0.644
H -2.047 -5.151 -0.875
O -6.070 3.695 -5.866
C -5.398 3.997 -4.902
C -5.265 5.419 -4.479
C -5.938 6.404 -5.190
C -5.853 7.725 -4.788
C -5.095 8.069 -3.673
C -4.410 7.094 -2.971
C -4.487 5.767 -3.373
C -3.729 4.731 -2.614
O -3.014 5.042 -1.687
C -3.879 3.307 -3.024
C -3.208 2.322 -2.308
C -3.363 0.994 -2.662
C -4.187 0.641 -3.727
C -4.847 1.620 -4.449
C -4.692 2.955 -4.105
H -6.530 6.132 -6.052
H -6.381 8.491 -5.341
H -5.039 9.101 -3.355
H -3.816 7.357 -2.107
H -2.571 2.595 -1.479
H -2.843 0.231 -2.108
H -4.311 -0.400 -3.993
H -5.484 1.350 -5.279
O 3.321 -2.093 2.777
C 4.471 -2.215 3.146
C 5.228 -1.049 3.677
C 4.598 0.185 3.769
C 5.277 1.270 4.294
C 6.590 1.128 4.730
C 7.229 -0.096 4.627
C 6.554 -1.187 4.096
C 7.261 -2.492 3.976
O 8.427 -2.600 4.291
C 6.496 -3.663 3.464
C 7.126 -4.898 3.377
C 6.421 -6.002 2.931
C 5.084 -5.878 2.570
C 4.455 -4.648 2.643
C 5.158 -3.535 3.086
H 3.576 0.291 3.433
H 4.783 2.230 4.367
H 7.115 1.975 5.150
H 8.250 -0.208 4.961
H 8.164 -4.990 3.662
H 6.912 -6.964 2.867
H 4.533 -6.745 2.230
H 3.417 -4.549 2.360
```

Summary:
**SMILES**: CC[C@H](C#N)[C@H](C#N)P(O)Cl.O=C1c2ccccc2C(=O)c2ccccc21.O=C1c2ccccc2C(=O)c2ccccc21
**HOMO-LUMO gap**: 8.57 eV
**Charge**: 0
**HOMO level**: -9.69 eV
**LUMO**: -1.12 eV

No. 5
DFT (ωB97M-V with the def2-TZVPD basis set) results for a structure of composition C4H6O.

XYZ file:
```
11
Properties=species:S:1:pos:R:3
C 1.068 -1.125 -0.256
C -0.069 -0.552 0.432
C 0.108 0.869 0.984
O -0.056 1.462 -0.325
C -0.321 0.213 -0.929
H 0.680 -2.057 -0.722
H 0.421 -0.011 -1.729
H -0.912 -1.147 0.792
H 1.097 1.082 1.400
H -0.686 1.199 1.665
H -1.330 0.067 -1.311
```

Summary:
**HOMO-LUMO gap**: 9.39 eV
**Charge**: 0
**HOMO level**: -8.79 eV
**LUMO**: 0.60 eV

No. 6
DFT (ωB97M-V with the def2-TZVPD basis set) results for a structure of composition C6H18NaO8PS at a distorted geometry.

XYZ file:
```
35
Properties=species:S:1:pos:R:3
Na -1.745 -0.737 -1.881
O -0.480 -1.751 -3.336
H -0.116 -1.222 -4.044
O 0.861 -3.136 0.988
S 1.360 -2.144 0.069
O 0.501 -1.063 -0.309
O 2.829 -1.530 0.573
C 3.654 -2.477 1.251
C 3.451 -2.413 2.770
C 1.996 -2.851 -1.474
H 4.650 -2.365 0.820
H 3.446 -3.513 0.955
H 2.671 -3.100 3.080
H 3.190 -1.373 2.974
H 4.354 -2.565 3.363
H 2.691 -3.663 -1.287
H 2.257 -2.008 -2.102
H 1.127 -3.313 -1.953
C 0.546 2.459 0.722
O -0.705 3.101 0.501
P -1.984 2.456 -0.113
O -1.797 1.542 -1.258
O -2.907 3.737 -0.350
C -3.370 4.046 -1.670
O -2.663 1.749 1.164
C -3.762 0.880 1.043
H 0.591 1.367 0.740
H 0.860 2.683 1.744
H 1.258 2.844 0.000
H -3.741 5.069 -1.622
H -4.236 3.444 -1.951
H -2.571 3.927 -2.398
H -4.639 1.444 0.706
H -3.912 0.389 2.001
H -3.667 0.090 0.287
```

Summary:
**HOMO-LUMO gap**: 7.06 eV
**Charge**: 0
**HOMO level**: -7.03 eV
**LUMO**: 0.03 eV

No. 7
DFT (ωB97M-V with the def2-TZVPD basis set) results for a cluster of 2 separate species, C5H13NO in total at a distorted geometry.

XYZ file:
```
20
Properties=species:S:1:pos:R:3
C -0.958 -2.288 0.121
C -0.418 -1.439 -1.042
C -0.195 0.019 -0.751
C 1.141 0.594 -1.168
C -0.990 0.681 0.078
N -0.780 1.969 0.604
H -0.559 -1.819 1.039
H -2.040 -2.316 0.122
H -0.475 -3.258 0.198
H 0.560 -1.874 -1.302
H -0.885 -1.598 -2.018
H 1.924 -0.149 -0.978
H 1.429 1.484 -0.619
H 1.179 0.869 -2.224
H -1.933 0.259 0.413
H -0.377 2.685 0.008
H -1.593 2.302 1.102
O 1.836 1.559 2.346
H 1.279 1.711 1.559
H 1.854 0.609 2.512
```

Summary:
**SMILES**: CC/C(C)=C/N.O
**HOMO-LUMO gap**: 9.01 eV
**Charge**: 0
**HOMO level**: -8.15 eV
**LUMO**: 0.86 eV